#w
ORCA calculation (the ωB97M-V functional and the def2-TZVPD basis) on a cluster of 10 separate species, C5H31N2O10 in total.

Properties
Molecular weight: 279.307 g mol⁻¹
E_HOMO: -12.47 eV
Frontier orbital gap: 9.868 eV

Structure (ORCA input):
```
! RIJCOSX wB97M-V def2-TZVPD def2/J DEFGRID3
* xyz 1 1
N 2.33911 0.43869 -0.08877
C 0.77227 0.52491 -0.08594
C 0.49947 1.71320 0.81721
C 0.40046 -0.82484 0.43421
N -0.35698 -1.58106 -0.40175
C -0.68118 -2.98055 0.15652
C -0.55208 -1.46279 -1.86709
O 0.78780 -1.31204 1.50191
H 2.91344 -0.36829 -0.44412
H 2.78562 0.57903 0.91224
H 2.76520 1.29047 -0.53579
H 0.45784 0.77882 -1.12026
H 1.06874 2.64316 0.65598
H 0.54901 1.60341 1.85150
H -0.64468 1.86968 0.72271
H -1.63030 -3.23918 -0.34202
H -0.89959 -3.03913 1.26315
H -0.10161 -3.81082 -0.23083
H -0.98230 -0.48107 -2.02346
H -1.08188 -2.33956 -2.35009
H 0.45223 -1.60194 -2.46696
H -2.25679 1.87032 -1.02316
H -2.60458 3.26389 -1.64411
O -1.94368 2.64429 -1.54159
H 2.59324 3.29886 -1.25367
H 2.85325 3.80474 0.19291
O 3.12716 3.10282 -0.46989
H 4.82704 -0.16723 -1.23821
H 4.48649 -1.37540 -2.07160
O 4.37595 -0.91645 -1.29237
H -0.94864 0.28105 4.60496
H -0.44172 -0.29999 3.27722
O -1.22978 -0.15999 3.76213
H -3.89825 -1.18568 1.52945
H -3.62368 -2.72747 0.83447
O -3.73198 -1.79096 0.75787
H -4.16431 0.66187 2.66637
H -2.90550 -0.03326 3.09186
O -3.74766 -0.21176 2.84011
H 0.38549 3.15093 -3.54285
H -0.36074 2.75798 -2.41804
O 0.55290 3.02679 -2.67658
H -2.85731 -0.43514 -0.30187
H -3.18706 0.37709 0.79548
O -2.55692 0.51045 0.05263
H 3.54924 -2.66279 -0.80870
H 2.32032 -2.68481 0.22816
O 2.52693 -2.50025 -0.70934
*
```

***

#x
ORCA calculation (the ωB97M-V functional and the def2-TZVPD basis) on a cluster of 10 separate species, C5H31N2O10 in total.

Properties
Molecular weight: 279.307 g mol⁻¹
E_HOMO: -12.74 eV
Frontier orbital gap: 10.151 eV

Structure (ORCA input):
```
! RIJCOSX wB97M-V def2-TZVPD def2/J DEFGRID3
* xyz 1 1
O 2.69754 0.69877 -0.24655
C 1.82458 1.28784 -0.84124
N 2.42006 1.74885 -2.02367
C 1.80644 2.67183 -2.89304
C 0.39663 1.62731 -0.52027
N 0.13047 0.53698 0.53770
C -1.09286 2.98461 0.96811
C 0.12992 3.03200 0.07252
H 3.35057 1.35331 -2.12758
H 1.18046 2.27253 -3.59335
H 1.08747 3.36816 -2.37482
H 2.37763 3.34192 -3.52922
H -0.39462 1.64361 -1.38220
H -0.76239 -0.01405 0.38049
H 0.19782 0.92390 1.52051
H 0.90888 -0.23667 0.46309
H -1.48487 4.02278 0.93924
H -1.94496 2.37789 0.50954
H -1.09325 2.52894 2.02043
H 0.89235 3.49666 0.79959
H -0.01791 3.70965 -0.88106
H 1.93379 -1.47747 2.50927
H 1.41686 -2.79577 1.84081
O 1.15475 -1.79102 1.90677
H -0.15701 -4.21985 -1.34618
H -1.30237 -5.02670 -1.00544
O -0.75951 -4.89192 -1.81312
H -1.46857 -1.96404 2.89270
H -2.93731 -1.45869 2.76572
O -2.09404 -1.74937 2.25020
H 3.82543 0.31219 3.09478
H 2.97093 0.33534 1.69415
O 2.98752 0.06765 2.67770
H -2.31439 0.15129 -1.93333
H -2.37951 -0.38107 -3.23265
O -2.59537 0.36715 -2.74587
H 0.59731 1.03415 3.72259
H 0.72165 -0.39161 3.38250
O 0.04380 0.36414 3.33047
H -2.59472 -2.52792 -3.87543
H -1.16642 -3.18915 -3.76095
O -1.65035 -2.24470 -3.73057
H 1.10870 -5.12024 2.00441
H 1.87209 -5.54718 0.77779
O 1.94922 -4.91937 1.55429
H -4.38803 0.62672 -0.15740
H -3.74674 1.88191 -0.60671
O -3.63767 1.17871 0.00533
*
```

***

Tell me which of them is the least stable. Sure, it is #x.

***

#w
ORCA calculation (the ωB97M-V functional and the def2-TZVPD basis) on an isolated molecule of CH2BrCl2P.

Properties
Molecular weight: 195.811 g mol⁻¹
E_HOMO: -9.24 eV
Frontier orbital gap: 8.630 eV

Structure (ORCA input):
```
! RIJCOSX wB97M-V def2-TZVPD def2/J DEFGRID3
* xyz 0 1
C -0.00375 -0.91432 0.86740
P 0.06091 0.28336 -0.27535
Cl 1.23002 1.85771 0.20417
Cl 0.93531 0.16462 -2.27265
Br -1.82744 0.80391 -1.27530
H -0.90081 -1.45845 0.93937
H 0.50576 -0.73682 1.81237
*
```

***

#x
ORCA calculation (the ωB97M-V functional and the def2-TZVPD basis) on an isolated molecule of CH2BrCl2P.

Properties
Molecular weight: 195.811 g mol⁻¹
E_HOMO (spin up / spin down): -9.46 / -9.58 eV
Frontier orbital gap (spin up / spin down): 7.370 / 6.592 eV

Structure (ORCA input):
```
! RIJCOSX wB97M-V def2-TZVPD def2/J DEFGRID3
* xyz 0 1
C -1.25351 0.05654 -0.47242
P -0.27650 0.33844 -1.82774
Cl -1.35528 1.77127 -2.70620
Cl 1.29556 1.47282 -1.37251
Br 1.15071 -1.96162 -1.23311
H -0.75483 -0.67569 0.23552
H -2.29368 -0.09916 -0.33886
*
```

***

Tell me which of them is the least stable. Sure, it is #x.

***

#w
ORCA calculation (the ωB97M-V functional and the def2-TZVPD basis) on a structure of composition C3H3Cl3S.

Properties
Molecular weight: 177.483 g mol⁻¹
E_HOMO: -8.96 eV
Frontier orbital gap: 8.367 eV

Structure (ORCA input):
```
! RIJCOSX wB97M-V def2-TZVPD def2/J DEFGRID3
* xyz 0 1
C 0.08370 -0.19518 -0.43134
C -1.41468 -3.42905 0.63784
C 0.88389 2.28976 -0.39127
S 1.36235 0.66016 -1.10905
Cl 0.12853 -1.86208 -0.79677
Cl -2.93749 -2.73178 0.91484
Cl -0.44437 -3.02207 1.95864
H 0.59461 3.13319 -1.19674
H 1.72699 2.86049 0.18400
H 0.01647 2.29656 0.22985
*
```

***

#x
ORCA calculation (the ωB97M-V functional and the def2-TZVPD basis) on an isolated molecule of C3H3Cl3S.

Properties
Molecular weight: 177.483 g mol⁻¹
E_HOMO: -9.12 eV
Frontier orbital gap: 9.434 eV

Structure (ORCA input):
```
! RIJCOSX wB97M-V def2-TZVPD def2/J DEFGRID3
* xyz 0 1
Cl 1.72272 -1.27151 -1.80319
Cl 1.19175 1.61364 -2.22867
Cl -0.65427 1.93477 0.13372
S -1.10052 -0.21972 2.08198
C 1.02680 0.25357 -1.28648
C 0.05019 0.31089 -0.31077
C -0.26361 -0.83434 0.56737
H -1.61088 1.07875 2.00161
H 0.55231 -1.37777 0.83642
H -0.91449 -1.48829 0.00801
*
```

***

Tell me which of them is the least stable. Sure, it is #w.